Here is a cluster of 3 separate species, C18H33FNO12P in total in a non-equilibrium geometry from OMol25. Energies are from ωB97M-V with the def2-TZVPD basis set.

Last column: natural (NBO) charge in e.
Positions of all 66 atoms, in Å:
C (1.324, 5.878, -3.170)  -0.44
C (1.401, 4.956, -2.239)  0.12
O (2.390, 3.972, -2.294)  -0.82
P (1.943, 2.433, -2.308)  2.58
O (1.949, 1.793, -1.000)  -1.08
O (0.524, 2.402, -2.989)  -0.82
C (0.363, 2.446, -4.423)  -0.07
C (-1.108, 2.232, -4.718)  -0.24
N (-1.934, 3.103, -3.887)  -0.47
C (-3.097, 2.454, -3.259)  -0.21
C (-2.863, 2.110, -1.772)  -0.63
C (-2.171, 4.345, -4.469)  0.70
C (-2.913, 5.349, -3.612)  -0.72
O (-1.754, 4.640, -5.564)  -0.61
O (2.965, 1.766, -3.339)  -0.80
C (4.121, 2.455, -3.818)  -0.18
C (3.787, 3.407, -4.947)  0.84
O (4.029, 4.564, -5.007)  -0.50
F (3.139, 2.766, -5.958)  -0.34
H (1.852, 5.740, -4.103)  0.22
H (0.766, 6.784, -2.991)  0.22
H (0.724, 4.874, -1.399)  0.19
H (0.647, 3.437, -4.783)  0.19
H (0.978, 1.680, -4.889)  0.21
H (-1.342, 1.192, -4.486)  0.20
H (-1.290, 2.385, -5.783)  0.23
H (-3.973, 3.092, -3.335)  0.20
H (-3.301, 1.524, -3.789)  0.20
H (-3.616, 2.584, -1.141)  0.21
H (-1.891, 2.480, -1.448)  0.23
H (-2.906, 1.037, -1.594)  0.21
H (-2.570, 6.335, -3.916)  0.25
H (-2.729, 5.185, -2.553)  0.22
H (-3.983, 5.300, -3.814)  0.23
H (4.772, 1.675, -4.213)  0.23
H (4.638, 2.991, -3.028)  0.23
C (3.202, -0.379, 0.529)  -0.64
C (3.677, -0.703, 1.928)  -0.07
O (2.710, -1.480, 2.661)  -0.49
C (2.670, -2.773, 2.362)  0.98
O (3.374, -3.352, 1.575)  -0.65
O (1.709, -3.339, 3.099)  -0.50
C (1.510, -4.730, 2.842)  -0.25
H (2.230, 0.103, 0.557)  0.24
H (3.905, 0.290, 0.035)  0.22
H (3.113, -1.290, -0.064)  0.22
H (3.796, 0.209, 2.510)  0.19
H (4.634, -1.226, 1.926)  0.19
H (2.442, -5.284, 2.929)  0.20
H (1.087, -4.876, 1.849)  0.19
H (0.806, -5.077, 3.592)  0.19
C (-0.999, -4.244, 5.931)  -0.64
C (-1.876, -4.309, 7.161)  -0.07
O (-3.149, -4.917, 6.883)  -0.49
C (-3.138, -6.244, 6.791)  0.98
O (-2.183, -6.962, 6.941)  -0.65
O (-4.377, -6.651, 6.509)  -0.50
C (-4.507, -8.063, 6.324)  -0.26
H (-1.521, -3.744, 5.115)  0.21
H (-0.082, -3.696, 6.148)  0.22
H (-0.732, -5.245, 5.595)  0.22
H (-2.119, -3.308, 7.512)  0.19
H (-1.386, -4.843, 7.975)  0.19
H (-4.100, -8.605, 7.175)  0.20
H (-3.998, -8.373, 5.413)  0.19
H (-5.572, -8.255, 6.235)  0.20

Atoms 1-3, force components in eV/Å:
0.1415 0.0990 -0.2539
-0.0371 -0.0182 0.3046
-0.3914 -0.3884 -0.6479

* 2S+1: 1
* SMILES: C=CO[P@@](=O)(OCCN(CC)C(C)=O)OCC(=O)F.CCOC(=O)OC.CCOC(=O)OC
* gap between HOMO and LUMO: 10.21 eV